Record 1
H22O11 | ωB97M-V with the def2-TZVPD basis set

XYZ file:
```
33
Properties=species:S:1:pos:R:3:forces:R:3:nbo_charge:R:1
O 0.08584 0.18277 -0.23709 -1.9222 -0.8618 -0.0145 -0.955
H -0.69211 0.49120 0.26465 0.1705 -0.1752 -0.6012 0.479
H 0.71056 0.79321 0.09469 1.3417 1.0570 0.3412 0.479
O -0.13892 2.81654 0.03058 -0.1952 0.0007 -0.4235 -0.964
H -0.33622 3.59705 0.54022 -0.0372 0.3853 0.3423 0.472
H 0.17430 3.17479 -0.81501 0.0710 -0.2685 0.2302 0.493
O -3.39483 -2.68478 -1.67312 -0.1966 -1.5478 -1.3154 -0.953
H -3.39454 -3.48260 -2.27666 -0.3002 1.5303 0.6670 0.480
H -2.76706 -3.00263 -1.03292 0.5831 -0.0683 0.7917 0.474
O 1.27878 -2.00408 0.55525 2.3792 -1.2770 1.2072 -0.960
H 0.50624 -1.80748 0.07788 -1.3956 0.5235 -1.1986 0.490
H 1.64503 -2.85642 0.25498 -0.5823 0.6052 0.1436 0.466
O 1.43149 -1.47803 4.63080 -0.9865 0.2690 -0.1246 -0.948
H 1.67990 -0.66775 4.16210 0.1312 -0.1258 -0.0321 0.483
H 0.45257 -1.47802 4.56636 0.9398 -0.0739 0.0864 0.463
O -0.71699 -0.23882 -3.45803 -2.1638 1.5466 1.2290 -0.931
H -0.00538 0.38354 -3.30280 0.4125 -0.0893 0.1161 0.454
H -1.46300 0.26307 -2.95831 1.6847 -1.5700 -1.2497 0.478
O -3.96600 -0.11237 -0.00182 1.5451 -0.7948 -0.1448 -0.935
H -4.77793 -0.52338 -0.23485 -1.7207 -0.0583 -0.1680 0.465
H -3.41087 -0.85756 -0.31729 0.1783 0.8690 0.2117 0.470
O 1.23567 2.92324 -3.29325 0.8559 3.7342 2.0340 -0.927
H 1.28838 2.10777 -3.67763 0.3011 -3.3249 -1.6744 0.462
H 2.15653 3.15262 -3.02355 -1.1853 -0.4128 -0.3802 0.466
O -1.39052 -4.32147 1.02314 0.1297 -1.2916 -0.9424 -0.941
H -1.53144 -3.61852 1.61730 -0.1919 1.5933 1.0309 0.469
H -1.28717 -5.07131 1.61568 0.0476 -0.2295 -0.1703 0.472
O 3.02426 0.87966 2.75094 2.9332 -1.2064 0.2422 -0.949
H 3.97352 0.59101 3.04419 -2.6136 0.9330 -0.4666 0.472
H 3.00099 0.42915 1.88786 -0.4416 0.1333 0.2642 0.478
O 2.33418 4.08257 -0.29538 0.9429 0.7313 -2.3287 -0.947
H 2.89343 4.28586 -1.11915 -1.0356 -0.4214 2.2318 0.466
H 2.92055 3.73453 0.37610 0.3209 -0.1140 0.0655 0.483
```
Forces are in eV/Å.

The calculation puts the HOMO energy at -10.70 eV. The spin multiplicity is 1. The value obtained for the gap between HOMO and LUMO is 0.394 Ha. The total charge is 0. Its SMILES is O.O.O.O.O.O.O.O.O.O.O. The value obtained for the LUMO energy is 0.03 eV.

Record 2
C35H85O18P | ωB97M-V with the def2-TZVPD basis set

XYZ file:
```
139
Properties=species:S:1:pos:R:3:forces:R:3:lowdin_spin:R:1
C -12.15272 22.72899 26.68803 -0.7475 0.1027 -0.7897 0.000
O -11.17775 21.80788 27.05415 0.8909 -0.9718 0.5464 0.000
P -11.27803 20.25129 26.67335 1.2343 -0.2454 -0.0622 0.000
O -11.21238 19.94078 25.21748 -0.6059 0.4545 1.5484 0.004
O -10.09275 19.65613 27.60367 -3.4109 1.0514 -0.6340 0.000
C -8.71777 19.97665 27.48318 1.3770 -1.3430 -0.9293 0.000
O -12.69444 19.80461 27.33841 1.3414 0.1626 -1.3064 0.000
C -12.67613 19.53066 28.72255 -1.1440 -0.1960 1.3970 0.000
H -13.01104 22.17986 26.30094 -0.3259 0.2327 -0.1194 0.000
H -11.75879 23.36720 25.89707 -0.0781 0.1558 0.0339 0.000
H -12.48615 23.32479 27.53771 0.2252 -0.0288 0.1174 0.000
H -8.45574 20.59858 26.62724 -0.3833 0.3937 0.2004 0.000
H -8.33608 18.98974 27.22160 0.7869 0.1550 0.2387 0.000
H -8.25819 20.33760 28.40328 -0.5658 0.0509 -0.1585 0.000
H -12.75077 18.45700 28.89508 1.1586 -0.0783 0.0250 0.000
H -13.61058 19.81914 29.20389 -0.3431 0.6841 -0.4276 0.000
H -11.89622 20.11019 29.21651 0.2023 -0.6685 0.1390 0.000
C -8.64148 23.74989 27.78382 -0.1395 0.7434 0.2803 0.000
O -8.81928 22.74967 28.74642 -0.8038 -0.7944 0.9555 0.000
C -9.72043 23.12772 29.82292 1.2943 0.3139 0.2912 0.000
C -9.87196 21.99157 30.84651 -0.4942 -0.3968 -0.8505 0.000
O -8.74190 21.47706 31.52201 0.7313 0.1679 -0.3891 0.000
C -7.83960 22.46539 32.03520 -0.7864 -0.6211 -0.1067 0.000
H -9.60232 24.21131 27.55583 -0.0155 0.4627 0.2432 0.000
H -8.27897 23.46017 26.79754 0.2385 -1.0258 0.2978 0.000
H -7.89973 24.43453 28.19517 -0.2124 0.6893 -0.2223 0.000
H -10.64976 23.55172 29.44254 -0.5672 -0.8016 -0.2689 0.000
H -9.40487 24.00277 30.39108 0.9101 0.3267 -0.1505 0.000
H -10.27275 21.14050 30.29592 -0.0579 -0.2581 0.1112 0.000
H -10.60429 22.27543 31.60231 -0.2923 0.3928 -0.0241 0.000
H -7.46485 23.04648 31.19259 0.1836 0.3500 0.3259 0.000
H -7.03253 21.95293 32.55878 -0.0225 -0.1176 -0.2697 0.000
H -8.37617 23.04302 32.78788 0.0979 0.5611 -0.1100 0.000
C -9.37102 17.86865 30.50127 0.0044 0.4694 -0.7400 0.000
O -10.45514 17.24549 31.13706 -1.1899 -0.0855 1.0766 0.000
C -11.30019 18.06969 31.98579 0.7476 -0.4144 -0.7903 0.000
C -12.61859 17.39054 32.29406 1.3574 -0.5241 -0.4966 0.000
O -13.44612 17.43724 31.15618 -0.8534 0.1674 0.3338 0.000
C -14.74502 16.99049 31.49270 -0.7439 0.9663 -0.4182 0.000
H -8.80912 18.58475 31.10092 -0.0566 -0.0274 0.4192 0.000
H -9.71625 18.39422 29.61095 -0.1366 0.2780 -0.0712 0.000
H -8.68743 17.11120 30.11777 -0.0668 -0.2256 0.3457 0.000
H -11.54954 19.01199 31.49796 0.1872 0.2674 -0.2130 0.000
H -10.77042 18.29266 32.91194 0.0743 0.0219 0.1314 0.000
H -13.05495 17.88117 33.16410 -0.2777 0.0472 0.0330 0.000
H -12.42799 16.33700 32.49862 0.0654 -0.1656 0.4882 0.000
H -15.42240 17.32327 30.70624 0.1483 -0.5488 -0.5382 0.000
H -15.18148 17.54154 32.32573 0.4284 -0.0101 0.6645 0.000
H -14.84757 15.92342 31.69008 0.2393 -0.1122 -0.1290 0.000
C -14.56555 19.39221 23.94953 -0.7437 -0.9496 -1.4991 0.074
O -15.26947 18.58334 24.89999 0.2902 1.3325 0.3352 0.541
C -16.48769 19.10411 25.41400 -0.4324 -0.6108 -0.0249 0.057
C -16.30191 20.46501 26.07802 0.8687 1.3947 -0.9321 0.069
O -16.28001 21.37879 24.97894 0.6081 0.4950 0.6372 0.115
C -15.92288 22.76160 25.31027 -1.2625 -0.5184 -0.3083 0.006
H -13.85066 20.11723 24.33859 0.0371 0.1573 0.9455 0.044
H -15.25750 19.85937 23.24877 -0.1323 0.2378 0.4441 0.006
H -13.94505 18.72331 23.35317 0.1779 -0.4101 0.3925 0.018
H -16.96032 18.35736 26.05204 0.5313 -0.0563 0.1035 0.000
H -17.16626 19.28579 24.58056 -0.0680 0.1316 -0.3539 0.025
H -15.39804 20.55336 26.68078 0.3095 -0.1906 0.0221 0.000
H -17.11137 20.72292 26.76092 -0.5458 -0.5663 0.0376 0.022
H -14.87040 23.01956 25.19259 0.0911 -0.5126 0.3369 0.003
H -16.36376 22.97572 26.28386 0.5030 0.1789 0.1760 0.000
H -16.46956 23.37558 24.59456 0.0117 -0.1320 -0.0890 0.003
C -14.43437 15.93687 26.52856 0.6531 -1.0581 0.4907 0.001
O -13.41799 15.25784 27.31405 -0.2680 0.7532 -1.1940 0.006
C -13.77654 15.24080 28.66055 -0.1459 -1.3231 1.7731 0.001
C -12.82168 14.45739 29.66212 -0.6089 0.3407 -2.9137 0.000
O -12.82101 13.04295 29.29422 0.2734 1.9825 0.6481 0.000
C -12.43933 12.28149 30.42194 0.2496 0.1527 -0.1191 0.000
H -14.07500 16.09727 25.51208 0.3150 -0.0587 0.2223 0.000
H -14.75271 16.88465 26.96270 0.3025 0.2817 0.2700 0.000
H -15.32724 15.31508 26.46334 -0.1515 -0.2165 0.0553 0.001
H -14.70072 14.67821 28.79279 -0.6640 0.2386 -0.1899 0.000
H -13.88783 16.26721 29.01011 -0.0480 0.0803 0.3018 0.000
H -13.18098 14.61769 30.67864 -0.1150 -0.0616 0.0112 0.000
H -11.86627 14.96207 29.51852 0.5853 -0.5786 0.4032 0.000
H -13.25465 12.29361 31.14526 -0.1880 -0.5886 0.0857 0.000
H -11.58810 12.71017 30.95085 0.3166 0.1659 -0.1319 0.000
H -12.13005 11.30172 30.05792 -0.4204 -0.0934 0.2654 0.000
C -9.68762 26.48187 33.36229 0.8730 -0.1472 -0.6606 0.000
O -9.68297 26.29837 31.95250 -1.2154 -0.4421 0.0887 0.000
C -10.21589 27.44720 31.30922 1.5561 -0.9231 -1.0282 0.000
C -9.95396 27.31426 29.79232 -0.5286 0.2817 1.0628 0.000
O -10.79625 26.34220 29.23157 -0.9145 -1.2593 0.9784 0.000
C -11.06337 26.43990 27.86153 1.6819 1.6306 -0.1025 0.000
H -9.08243 27.37991 33.48622 0.0435 0.0703 0.9113 0.000
H -9.20376 25.60010 33.78238 0.0933 0.1902 0.1066 0.000
H -10.66227 26.59324 33.83740 -0.2721 0.1096 -0.3075 0.000
H -9.55116 28.25288 31.62084 -0.3886 0.7070 0.1406 0.000
H -11.26208 27.62246 31.55998 -0.0613 0.0575 -0.0477 0.000
H -8.89761 27.08876 29.64621 0.1535 -0.2418 -0.0802 0.000
H -10.11476 28.32179 29.40873 -0.3073 0.1034 -0.5528 0.000
H -11.30015 27.49510 27.72526 -0.6183 0.0240 -0.7857 0.000
H -11.79350 25.76029 27.42204 -0.1811 -0.0194 0.7826 0.000
H -10.11090 26.29031 27.35306 0.0408 -0.1188 -0.5674 0.000
C -15.53196 22.33355 29.63964 0.3287 -0.3616 -0.4277 0.000
O -16.19395 21.10224 29.34840 0.4777 1.1233 -0.9727 0.002
C -16.74584 20.51010 30.47280 -1.3449 -1.0441 0.3790 0.000
C -17.60956 19.35119 30.02111 -0.0782 -0.4569 -1.3076 0.000
O -18.81818 19.78643 29.38961 0.8380 0.2931 0.6521 0.000
C -19.48205 18.76659 28.66977 -0.0009 0.8829 0.3811 0.000
H -14.58274 22.15449 30.14465 -0.1271 -0.0739 0.6998 0.000
H -16.18629 23.02504 30.17048 0.1037 -0.0339 0.1693 0.000
H -15.18829 22.80335 28.71808 -0.4943 -0.0962 -0.3477 0.000
H -17.44983 21.15727 30.99594 0.4078 0.5502 0.3690 0.000
H -15.95523 20.10616 31.10516 0.0156 0.1553 0.4567 0.000
H -17.80236 18.58319 30.77020 -0.1337 0.2798 0.5149 0.000
H -17.01574 18.84161 29.26229 0.2354 -0.3433 -0.3492 0.000
H -18.78946 18.30366 27.96682 -0.0217 -0.2975 -0.1730 0.000
H -20.27092 19.30522 28.14473 -0.0800 -0.3892 -0.1324 0.000
H -19.91410 18.03236 29.34972 -0.0029 -0.2394 -0.0985 0.000
C -8.54477 21.17895 23.48792 -0.2987 1.5197 2.6129 0.000
C -7.78699 21.86940 22.38545 -0.9063 0.8556 0.1917 0.000
C -8.13077 20.92261 21.31481 0.3209 -2.0655 -1.8466 0.000
O -8.02378 19.60113 21.90940 0.8694 -0.0657 -0.4720 0.000
C -8.46767 19.71602 23.24795 0.4450 -0.5584 -0.0110 0.000
H -9.58427 21.49206 23.58554 -0.0794 0.2437 -0.4977 0.000
H -8.13020 21.42718 24.46495 0.1177 0.0080 0.1994 0.000
H -6.70758 21.96613 22.50204 -0.0008 -0.4719 0.2468 0.000
H -8.13629 22.88800 22.21646 -0.2144 -0.0162 -0.0911 0.000
H -7.44543 21.01824 20.47263 0.0622 -0.4678 -0.0872 0.000
H -9.13551 20.82378 20.90392 -0.3664 1.4380 0.0415 0.000
H -7.73102 19.28691 23.92714 0.1345 -0.3830 -0.1482 0.000
H -9.41742 19.20740 23.41336 -0.0864 -0.0221 -0.1081 0.000
C -5.40936 19.96638 30.58122 -0.2367 0.1304 -0.2636 0.000
C -4.18433 19.44092 29.89983 1.8952 -1.0142 0.1279 0.000
C -4.38819 19.58402 28.37954 -0.6276 0.9371 0.3999 0.000
O -5.68196 20.20087 28.27916 -0.9790 -0.2757 -0.0087 0.000
C -5.86335 20.91055 29.50857 -1.0706 0.5044 -0.1324 0.000
H -5.35282 20.42427 31.56877 0.6517 0.0821 -0.1112 0.000
H -6.11306 19.14342 30.70634 -0.3684 0.1242 -0.2338 0.000
H -4.03472 18.39086 30.15106 0.3966 0.0709 0.0903 0.000
H -3.29829 20.02366 30.15171 0.0859 -0.2033 0.3274 0.000
H -4.30556 18.65196 27.82050 -0.5151 0.0042 0.0482 0.000
H -3.71400 20.30011 27.90966 0.5276 -0.0966 0.2066 0.000
H -6.87972 21.22611 29.74418 -0.4138 -0.3134 -0.9163 0.000
H -5.33023 21.85667 29.41499 0.6450 0.0581 0.4542 0.000
```
Forces are in eV/Å.

The calculation puts the HOMO energy (alpha / beta) at -10.60 / -10.60 eV. The spin multiplicity is 2. The value obtained for the gap between HOMO and LUMO (alpha / beta) is 0.317 / 0.082 Ha. The total charge is +1. The value obtained for the LUMO energy (alpha / beta) is -1.97 / -8.37 eV.

no.,M (u)
1,198.2
2,825.0